Below is one molecule with the formula C4H11FN2O2S2 in a non-equilibrium geometry, with properties calculated with ωB97M-V/def2-TZVPD.

Each line ends with the Löwdin charge.
Geometry (Å):
C 2.388987 -0.960869 0.643818  -0.132
C 2.108711 -0.194406 -0.649976  -0.278
C 1.347011 1.123843 -0.484570  -0.202
C 0.145974 1.156926 0.457141  -0.214
N -1.146519 0.819248 -0.202833  -0.095
N -1.727604 -0.393090 0.357522  -0.607
S -0.992135 -1.825123 -0.239509  0.843
S -3.410088 -0.380510 0.092496  0.546
O -3.858529 -1.527097 -0.612725  -0.279
O -3.795323 0.904510 -0.372421  -0.245
F -3.887293 -0.535578 1.553928  -0.124
H 2.846562 -1.918384 0.389439  0.072
H 3.121669 -0.438075 1.259147  0.075
H 1.494268 -1.190792 1.213070  0.029
H 1.625891 -0.867971 -1.355985  0.075
H 3.083222 0.045695 -1.079265  0.102
H 0.958262 1.418833 -1.461855  0.108
H 2.048488 1.908752 -0.201116  0.107
H 0.044149 2.190181 0.794188  0.114
H 0.287331 0.573707 1.365971  0.104
H -1.777980 1.562826 0.071689  0.089
H -0.905054 -1.472628 -1.538152  -0.090

Force components x, y, z for each atom (eV/Å):
C 0.3558 -0.1489 -0.3332
C 0.2566 -0.1101 0.4016
C -0.2496 -0.2833 -0.3852
C 0.0000 0.2620 0.1005
N 0.6751 0.2386 0.2687
N -0.7531 -0.2753 -0.3755
S 0.3580 0.0761 0.2810
S 0.0969 -0.1639 -1.4326
O 0.1572 -0.0159 0.5353
O 0.0102 0.2598 0.6368
F -0.0088 0.0627 0.3046
H 0.0028 -0.0539 0.0231
H -0.1752 0.1303 0.1940
H -0.0428 0.1021 0.1183
H -0.2077 0.0934 -0.0470
H -0.0358 0.0045 -0.2214
H 0.0861 0.1108 -0.0574
H 0.0220 -0.0092 0.2444
H -0.0571 0.0413 0.0111
H -0.0063 -0.1774 -0.0323
H -0.2774 -0.1651 -0.2079
H -0.2070 0.0214 -0.0269

As for the LUMO energy: 0.020 Ha. As for the highest occupied orbital energy: -9.44 eV. Its relative energy (zero: lowest compared OMol25 entry of this formula, charge and spin) is 100.6 kJ/mol. As for the SMILES: CCCCNN(S)S(=O)(=O)F.

Below is one molecule with the formula C4H6N4 in a non-equilibrium geometry, with properties calculated with ωB97M-V/def2-TZVPD.

Each line ends with the Löwdin charge.
Geometry (Å):
C -1.558173 -0.298445 0.151570  -0.202
C -0.772226 0.974743 -0.138402  -0.099
C 1.992845 0.799780 -0.074005  -0.121
C 0.630452 -0.820605 -0.082507  -0.459
H -1.786996 -0.421611 1.218156  0.125
H -2.453307 -0.302713 -0.396942  0.096
H -1.250218 1.254857 -1.181150  0.162
H -0.899556 1.702497 0.647876  0.116
H 2.353153 1.777376 0.068578  0.090
H -0.761493 -2.213716 0.220870  0.154
N 0.590588 0.490315 -0.107892  0.013
N 2.746309 -0.283708 0.025842  0.024
N 1.825300 -1.347432 -0.058239  0.048
N -0.656677 -1.311341 -0.293757  0.053

Force components x, y, z for each atom (eV/Å):
C 0.5202 0.2398 1.6356
C -1.3089 0.7696 -1.5951
C -0.5965 -0.7924 0.6620
C 0.3474 -1.7334 -1.0692
H -0.0266 0.1991 -0.0040
H -1.2607 -0.1069 -0.6361
H 1.8917 0.3200 1.8028
H -0.3318 0.5816 -0.2763
H 0.2860 1.0175 -0.1364
H -0.0914 0.9345 -0.9219
N 2.8644 1.4308 -0.0666
N -3.1161 0.9838 -0.7037
N 0.0290 -0.4715 0.4952
N 0.7933 -3.3726 0.8137

As for the LUMO energy: 0.024 Ha. As for the highest occupied orbital energy: -8.76 eV. Its relative energy (zero: lowest compared OMol25 entry of this formula, charge and spin) is 180.8 kJ/mol. As for the SMILES: c1nnc2n1CCN2.

Below is C24H17Br2F3N2O6Sc as an isolated structure in a non-equilibrium geometry, with properties calculated with ωB97M-V/def2-TZVPD.

Each line ends with the Löwdin charge.
Geometry (Å):
Sc -0.807561 -1.755574 -1.163329  1.113
O -1.102348 -3.996407 -1.265380  -0.089
C -1.906580 -4.650814 -0.258547  -0.159
C -1.675032 -4.010106 1.067817  -0.151
N -1.833493 -2.525022 0.994815  -0.177
C -3.250765 -2.067136 1.013956  -0.082
C -3.595272 -1.160236 -0.137850  -0.631
O -4.664969 -0.625829 -0.157731  0.076
O -2.749214 -1.112655 -1.128745  -0.101
C -1.017993 -1.752290 1.993257  -0.082
C 1.011037 -1.510796 0.418191  -0.543
O 1.913549 -0.439687 0.603150  0.047
O 1.093650 -2.472982 -0.405301  -0.070
H -0.245516 -4.387926 -1.308399  0.095
H -1.673720 -5.678646 -0.193374  0.116
H -2.910902 -4.509448 -0.633485  0.131
H -0.665376 -4.152493 1.398630  0.119
H -2.267611 -4.391429 1.909959  0.134
H -3.474217 -1.528892 1.961452  0.135
H -3.891957 -2.923969 1.065638  0.119
H -0.508865 -2.381121 2.768775  0.141
H -1.650024 -0.991261 2.461747  0.114
Br -0.426459 -2.343344 -6.417129  0.673
C 0.108675 -0.871788 -5.208476  -0.516
C 0.674559 0.223568 -5.864170  -0.206
C 1.086725 1.311744 -5.147877  -0.581
Br 2.037496 2.592692 -6.264125  0.696
C 0.816331 1.429194 -3.787711  -0.173
C 1.168338 2.541108 -3.017680  -0.005
C 0.794376 2.517189 -1.686933  0.001
C 0.278133 1.322912 -1.112390  -0.031
N -0.065189 0.258544 -1.851730  0.071
C 0.106242 0.317547 -3.192884  -0.123
C -0.189279 -0.855707 -3.889251  -0.374
O -0.694803 -1.878280 -3.187542  -0.169
H 0.911241 0.144363 -6.884087  0.061
H 1.715834 3.380504 -3.428939  0.097
H 0.956738 3.345453 -1.047090  0.100
H 0.049075 1.275304 -0.016180  0.130
F 3.376084 4.676887 5.148252  0.080
C 2.287846 4.964553 4.369346  -0.573
F 2.693591 5.918472 3.515916  0.114
F 1.378195 5.497538 5.234840  0.100
C 1.879310 3.695383 3.657739  -0.160
C 2.757976 3.086037 2.656987  -0.050
C 2.441406 1.918354 2.070312  -0.054
C 1.227551 1.186356 2.333390  -0.223
C 0.397782 1.792588 3.253330  -0.071
C 0.745793 2.952754 3.977461  -0.054
C 1.002876 0.046746 1.582554  -0.245
C 0.104086 -1.029545 1.271454  -0.167
H 3.699653 3.635494 2.447876  0.116
H 3.148528 1.407540 1.407600  0.111
H -0.539643 1.323914 3.483116  0.085
H -0.055867 3.240641 4.588801  0.084

Force components x, y, z for each atom (eV/Å):
Sc -0.0452 0.0494 0.3898
O -1.1497 -0.0387 0.1035
C -0.1194 1.3159 -0.5392
C -0.0945 1.8549 1.2808
N -0.2056 -0.0811 0.3507
C 1.2341 0.1268 1.2851
C 0.4916 -0.6157 -1.4870
O -1.5211 0.8525 0.4637
O 0.5105 -0.2402 0.6784
C 1.1660 0.3157 -0.5018
C 1.8313 0.4914 -0.6559
O 0.6344 -0.7855 -0.9597
O -0.2199 -0.7219 -1.1195
H 1.1790 -0.3681 0.0180
H 0.2010 -1.2658 -0.1706
H -0.3993 -0.1299 0.1735
H 0.8073 -0.2815 -0.1505
H -0.3752 -0.3421 -0.4019
H 0.1906 -0.2080 -0.5801
H -0.6035 -0.5125 -0.4749
H -0.9401 0.1049 -0.3883
H 0.0849 -0.3889 0.1601
Br 0.3896 0.7884 1.1378
C -0.7007 -0.6936 -2.2891
C 0.4069 -0.1202 1.2750
C 0.1553 -0.0944 -1.8820
Br -0.3026 -0.0412 0.8919
C -0.5159 -0.6003 -0.0659
C -0.5474 -0.1339 1.5534
C 0.2595 -1.1407 -0.5733
C -1.1464 -0.0547 -0.0995
N 0.2918 1.3796 0.8442
C 1.9942 1.9548 0.4518
C -1.1474 -2.4199 1.2476
O 0.5749 0.8952 -0.8614
H 0.0835 -0.0378 -1.1434
H -0.1911 -0.0640 -0.1571
H 0.2694 0.5976 0.5287
H 0.4570 -0.0854 -1.0774
F 0.3186 0.5562 0.2420
C -0.0035 -2.1040 -0.0514
F -0.0874 0.5112 0.0976
F 0.2112 -0.1768 -0.7926
C 0.0898 -0.2001 -0.3120
C -0.1317 2.0539 1.5857
C 0.8501 -0.9822 -0.6196
C 1.1080 -0.6653 -1.8365
C -0.5622 1.0428 1.8352
C -0.0171 -1.0998 -2.2812
C -0.2810 1.0187 1.2164
C -2.7723 0.0791 2.1524
H -0.6124 -0.6372 -0.0596
H -0.1567 0.5096 0.0806
H -0.4372 -0.1269 0.2226
H -0.5037 0.9600 1.2648

As for the LUMO energy: 0.069 Ha. As for the highest occupied orbital energy: -2.52 eV. Its relative energy (zero: lowest compared OMol25 entry of this formula, charge and spin) is 222.2 kJ/mol. As for the charge: -1.

Below is C28H33N2O3PS5Sn as an isolated structure, with properties calculated with ωB97M-V/def2-TZVPD.

Each line ends with the Löwdin charge.
Geometry (Å):
Sn -0.297444 0.038740 -0.782891  0.998
C 0.341691 -2.461940 3.326449  -0.015
C -0.410942 -1.830808 2.187998  -0.267
N 0.258101 -1.521807 1.117554  -0.104
N 1.527216 -1.973813 0.968599  -0.049
C 2.469479 -1.163524 0.722547  -0.997
S 2.225126 0.632628 0.744230  0.522
S 4.001406 -1.740772 0.109104  0.926
C 5.140789 -1.101493 1.408606  -0.395
C 5.078522 -1.972925 2.627280  -0.305
C 4.313355 -1.618703 3.731007  -0.049
C 4.206243 -2.472343 4.819954  -0.082
C 4.862228 -3.693073 4.815035  -0.089
C 5.648747 -4.045029 3.726267  -0.078
C 5.755181 -3.191054 2.641923  -0.052
C -1.811374 -1.480587 2.297613  -0.104
C -2.461847 -1.630390 3.540049  -0.043
C -3.784358 -1.314875 3.720726  -0.099
C -4.523235 -0.826471 2.638538  -0.079
C -3.924715 -0.663279 1.415345  -0.013
C -2.565797 -0.978099 1.198461  -0.357
O -2.097231 -0.810688 -0.009180  -0.341
H 1.145618 -3.077376 2.924228  0.082
H -0.284133 -3.065208 3.975562  0.075
H 0.807272 -1.665826 3.912566  0.076
H 4.859238 -0.067694 1.597206  0.060
H 6.123727 -1.135997 0.941695  0.081
H 3.795734 -0.668768 3.735952  0.085
H 3.603338 -2.183888 5.672426  0.104
H 4.760432 -4.368400 5.654594  0.102
H 6.176810 -4.989893 3.719586  0.104
H 6.363240 -3.466791 1.787804  0.115
H -1.900769 -1.996094 4.387982  0.098
H -4.255237 -1.438501 4.686553  0.098
H -5.568079 -0.574244 2.770325  0.104
H -4.472266 -0.271806 0.567689  0.115
S 1.321305 0.978870 2.594615  0.637
C 2.079294 2.561862 2.923149  -0.602
C 3.087212 2.674324 3.872042  -0.105
C 3.604002 3.928009 4.165898  -0.079
C 3.130377 5.050565 3.502426  -0.077
C 2.147228 4.923431 2.530720  -0.067
C 1.613035 3.678153 2.238471  -0.107
H 3.466081 1.798874 4.382131  0.096
H 4.378986 4.021276 4.915642  0.106
H 3.529941 6.026308 3.746333  0.105
H 1.789493 5.796993 2.001138  0.103
H 0.840755 3.562074 1.487356  0.047
C -2.366639 5.539013 -0.128320  -0.064
C -1.465862 5.626138 -1.350627  -0.439
C -0.046860 6.037126 -0.999129  -0.069
O -1.505489 4.391512 -2.102449  -0.302
P -0.735039 3.019827 -1.878302  -0.167
S 1.152990 2.953315 -2.316541  0.249
S -1.193694 2.304429 0.014749  0.262
O -1.517035 2.068225 -2.901072  -0.374
C -2.951529 1.880347 -2.974787  -0.461
C -3.165957 0.490680 -3.546200  -0.040
C -3.595434 2.949282 -3.842427  -0.042
H -2.516808 6.536367 0.285393  0.085
H -1.919436 4.899083 0.631375  0.038
H -3.334156 5.118215 -0.402655  0.084
H -1.883409 6.349502 -2.054111  0.142
H 0.413655 5.297816 -0.341758  0.048
H -0.072841 7.004173 -0.495991  0.087
H 0.562373 6.117405 -1.898344  0.079
H -3.354292 1.928179 -1.957090  0.121
H -2.708188 0.428009 -4.534190  0.092
H -4.231909 0.282760 -3.630769  0.087
H -2.713930 -0.263049 -2.900462  0.059
H -3.139254 2.946466 -4.833474  0.092
H -3.472889 3.934800 -3.402130  0.065
H -4.661008 2.740965 -3.945571  0.085

Force components x, y, z for each atom (eV/Å):
Sn -0.4639 -0.7417 0.0280
C -0.0938 -0.1853 -0.1430
C 0.5244 -0.0371 -0.1194
N -0.2936 0.8715 -0.1376
N 0.5003 -0.7365 0.1843
C -0.3630 0.6522 0.2254
S 0.1481 -0.2435 -0.1125
S 0.2685 0.0465 -0.0252
C -0.3605 -0.2596 -0.1993
C 0.0987 -0.0277 0.0669
C 0.0169 0.0396 -0.0548
C -0.0570 -0.0210 0.0406
C -0.0191 0.0118 0.0319
C 0.0278 -0.0363 -0.0539
C -0.0024 0.0668 0.0011
C -0.2933 0.1654 -0.0154
C 0.0695 0.0145 -0.0185
C -0.1149 0.0019 0.0691
C 0.1069 -0.0317 -0.0121
C -0.0769 0.0431 -0.0116
C -0.0356 0.0282 0.0764
O 0.3501 0.1148 -0.2552
H 0.0057 -0.0027 0.0278
H -0.0210 0.0144 -0.0204
H 0.0079 -0.0017 0.0520
H 0.0971 0.0626 0.0850
H 0.0067 0.0837 -0.0098
H -0.0974 0.0849 -0.0217
H 0.0026 -0.0029 -0.0158
H 0.0366 0.0169 0.0114
H -0.0091 0.0004 0.0061
H -0.0115 -0.0471 0.0083
H -0.0030 0.0187 0.0077
H 0.0557 -0.0159 0.0158
H -0.0012 0.0181 -0.0271
H -0.0006 -0.0290 -0.0081
S 0.0434 0.1067 0.1294
C -0.0550 -0.2902 -0.0961
C 0.0227 0.1146 0.0329
C 0.0281 -0.0481 0.0403
C 0.0114 0.0049 0.0118
C 0.0073 0.0285 -0.0231
C 0.0184 0.0839 0.0393
H -0.0629 -0.0540 -0.0018
H -0.0015 0.0290 -0.0091
H 0.0117 0.0033 -0.0338
H -0.0020 0.0041 0.0035
H -0.0149 -0.0138 0.0220
C 0.0509 -0.1246 -0.1815
C 0.1093 0.1694 0.2147
C -0.1040 -0.0782 -0.1437
O -0.0766 -0.0619 0.0692
P 0.1450 -0.2961 0.0527
S -0.2303 0.0645 0.1352
S 0.0113 0.1795 -0.1902
O 0.0537 0.1470 -0.1440
C -0.2796 -0.0152 0.0629
C 0.1747 0.1039 0.1329
C 0.1408 -0.0217 0.0692
H 0.0042 0.0075 0.0121
H -0.0280 0.0456 0.0564
H -0.0268 0.0435 0.0279
H 0.0011 -0.0412 0.0033
H 0.0254 0.0445 0.0356
H 0.0136 0.0059 0.0294
H 0.0472 -0.0081 0.0412
H 0.0585 0.0048 0.0037
H -0.0235 -0.0298 -0.0156
H -0.0157 -0.0163 -0.0030
H -0.0424 -0.0402 -0.0079
H -0.0150 0.0028 -0.0118
H -0.0046 0.0332 -0.0373
H -0.0018 -0.0242 -0.0033

As for the LUMO energy: -0.011 Ha. As for the highest occupied orbital energy: -7.92 eV. Its relative energy (zero: lowest compared OMol25 entry of this formula, charge and spin) is 49.1 kJ/mol.

Q: What is the formula in the third record?
A: C24H17Br2F3N2O6Sc

Q: The lowest highest occupied orbital energy belongs to which entry?
A: C4H11FN2O2S2

Q: The highest LUMO energy belongs to which entry?
A: C24H17Br2F3N2O6Sc

Q: Which value of relative energy (zero: lowest compared OMol25 entry of this formula, charge and spin) does entry 2 give?
A: 180.8 kJ/mol